No. 1
Here is 6 unconnected molecules or ions with the total composition C27H44Cl16FNO6S from OMol25. Energies are from ωB97M-V/def2-TZVPD.

XYZ file:
```
96
Properties=species:S:1:pos:R:3
C -0.27293 0.52696 2.74472
C -0.46664 -0.32644 1.72507
C 0.64434 -0.74475 0.75765
C 0.27129 -2.20946 0.44496
F 0.94690 -2.68219 -0.67890
C 0.35968 -3.17058 1.63546
C 1.11176 -4.48333 1.35763
O 1.85142 -0.69633 1.57040
S 3.22847 -1.08565 0.86710
O 4.24165 -0.45661 1.65276
O 3.40507 -2.49701 0.75554
C 3.07416 -0.34892 -0.77442
Cl 4.67729 -0.10693 -1.45978
C 2.08158 0.85877 -0.78777
C 2.24338 1.54155 -2.16723
C 1.16934 2.47627 -2.76475
C 0.43250 3.49699 -1.87039
C 1.30425 4.77287 -1.73177
C -0.85263 3.94567 -2.60616
C 2.43368 1.91510 0.28435
O 3.84458 2.00960 0.47442
N 4.25941 3.36445 0.37898
O 5.17616 3.46659 -0.32944
C 0.68183 0.24112 -0.47093
C -0.12477 -0.25280 -1.68740
C -1.42415 0.55503 -1.93218
C -2.66906 -0.16826 -1.37848
C -3.95278 0.26818 -2.11640
C -5.17188 0.26328 -1.19461
C -5.22773 1.53238 -0.33746
O -5.77803 1.26250 0.94566
C -4.80855 1.27236 1.97455
H -0.69762 0.29227 3.71476
H 0.31563 1.42904 2.61593
H -1.44909 -0.73732 1.50793
H -0.77601 -2.17907 0.13869
H -0.65685 -3.45106 1.91311
H 0.79487 -2.70797 2.52020
H 2.15436 -4.41385 1.64747
H 0.97743 -4.85840 0.34946
H 0.66812 -5.23326 2.01853
H 2.59751 -1.11817 -1.38180
H 3.18245 2.09829 -2.12727
H 2.42986 0.75982 -2.90800
H 0.44025 1.87525 -3.30856
H 1.67335 3.05680 -3.54014
H 0.21668 3.14149 -0.86446
H 0.63502 5.61296 -1.52640
H 1.80388 5.01003 -2.66909
H 1.99684 4.74417 -0.89065
H -1.58401 4.29972 -1.87764
H -1.29166 3.14231 -3.19238
H -0.60529 4.78345 -3.25694
H 1.96402 1.69835 1.24526
H 2.07655 2.89428 -0.02458
H 0.14251 1.12202 -0.11615
H 0.45263 -0.21586 -2.61090
H -0.44852 -1.28244 -1.61125
H -1.39211 1.51542 -1.42091
H -1.59413 0.67251 -3.00281
H -2.80190 0.08523 -0.32231
H -2.57439 -1.25006 -1.49243
H -4.09669 -0.37077 -2.98760
H -3.79016 1.29189 -2.47069
H -6.06435 0.22162 -1.81975
H -5.21093 -0.61248 -0.54429
H -5.89098 2.26590 -0.79788
H -4.23094 1.98347 -0.26746
H -4.44487 2.29077 2.14185
H -3.95757 0.63031 1.71757
H -5.27705 0.88686 2.87640
C 1.13071 -5.48605 5.67644
Cl -0.50550 -4.87704 5.39677
Cl 1.24165 -7.19181 5.23746
Cl 2.31022 -4.52729 4.79242
H 1.34509 -5.39607 6.73290
C 4.13649 -1.05579 5.12652
Cl 2.38998 -0.78253 5.11481
Cl 4.97580 0.34154 5.79703
Cl 4.52941 -2.52292 6.02654
H 4.46154 -1.18628 4.10054
C 7.26394 4.76670 -2.74701
Cl 8.91819 4.89674 -3.34365
Cl 6.59548 6.36263 -2.40540
Cl 6.25118 3.89929 -3.90569
H 7.27873 4.20141 -1.82478
C 0.43256 -8.25882 -0.97197
Cl 1.58195 -8.28087 0.36442
Cl -1.13916 -8.87322 -0.45645
Cl 0.28184 -6.63275 -1.63836
H 0.80778 -8.90789 -1.75150
C -9.30657 1.13071 -1.08662
Cl -10.92534 1.79653 -1.29299
Cl -9.27704 -0.58677 -1.48510
Cl -8.13306 2.01561 -2.06419
H -9.02243 1.24097 -0.04805
```

Values from the calculation:
SMILES	C=C[C@]1([C@@H](F)CC)OS(=O)(=O)[C@H](Cl)[C@](CCC(C)C)(CON=O)[C@H]1CCCCCCOC.ClC(Cl)Cl.ClC(Cl)Cl.ClC(Cl)Cl.ClC(Cl)Cl.ClC(Cl)Cl
orbital gap	9.4	eV


No. 2
Here is 8 unconnected molecules or ions with the total composition C27H44Cl21N6O2S2 from OMol25. Energies are from ωB97M-V/def2-TZVPD.

XYZ file:
```
102
Properties=species:S:1:pos:R:3
C 1.36207 -2.35187 2.62750
C -0.03361 -2.85952 3.20916
C -1.22768 -2.50730 2.24390
N -1.85612 -1.16911 2.57468
C -1.59570 -0.30780 1.43119
N -2.41301 -0.47670 0.40350
N -2.16425 0.26626 -0.66040
O -2.98308 0.07453 -1.72610
C -4.30370 0.58739 -1.29804
C -5.12237 1.23294 -2.50016
N -6.53094 0.81763 -2.39776
C -7.31943 1.75102 -1.54922
C -8.10322 1.08286 -0.37998
C -7.19761 0.42654 0.72636
O -9.05590 0.10638 -0.81050
C -1.13426 1.13100 -0.66922
C -0.89877 1.93240 -2.00187
C 0.45859 1.54281 -2.72184
C 0.79805 0.01710 -2.55778
C 2.13433 -0.33402 -3.34698
N 3.26809 0.28321 -2.56259
C -0.19996 1.42863 0.41004
C 0.95791 2.43110 0.33246
S 0.44138 4.19680 0.34908
C 1.98835 5.04818 -0.23724
C 3.02298 5.01557 0.96313
C -0.45342 0.61322 1.61728
N 0.33875 0.72415 2.79313
C -0.35653 1.18911 3.71362
S -1.41144 1.69584 4.78451
H 1.80962 -1.64709 3.37604
H 2.10537 -3.18010 2.51011
H 1.26335 -1.87586 1.61801
H 0.03434 -3.97203 3.30415
H -0.14962 -2.43535 4.23497
H -0.78910 -2.47990 1.20667
H -1.99411 -3.32496 2.21572
H -2.86325 -1.36434 2.60710
H -4.16413 1.39815 -0.52939
H -4.85756 -0.23212 -0.78961
H -4.99716 2.34442 -2.46922
H -4.63494 0.89591 -3.45792
H -6.60996 -0.13280 -2.02677
H -6.68804 2.58608 -1.13844
H -8.09042 2.22181 -2.22159
H -8.68663 1.90665 0.12879
H -6.73911 -0.51256 0.31953
H -6.43375 1.16996 1.07012
H -7.77533 0.12705 1.64078
H -9.36408 -0.40150 -0.04458
H -0.77091 3.00001 -1.66000
H -1.78339 1.93281 -2.67317
H 1.31063 2.22380 -2.45701
H 0.29145 1.71101 -3.82200
H 0.97090 -0.30599 -1.50202
H -0.03369 -0.55851 -3.03877
H 2.25617 -1.44704 -3.28232
H 2.09873 0.03740 -4.39774
H 2.88778 0.64563 -1.68139
H 3.85516 -0.50203 -2.26249
H 1.66336 2.22137 -0.51406
H 1.57548 2.26727 1.27483
H 2.41883 4.50852 -1.12488
H 1.77591 6.08924 -0.57569
H 3.73391 4.15392 0.91449
H 3.56268 5.98467 1.08959
H 2.42058 4.86301 1.89807
C -6.76101 -3.59683 -0.91374
Cl -7.74841 -3.58634 0.55091
Cl -7.68941 -3.01526 -2.29588
Cl -5.30535 -2.61138 -0.68763
H -6.45289 -4.61860 -1.11185
C 6.45326 2.05063 -2.16723
Cl 5.59909 2.77343 -0.79628
Cl 6.78263 3.26712 -3.40401
Cl 7.95296 1.28830 -1.62798
H 5.81446 1.28588 -2.60022
C 5.10091 0.12695 2.12933
Cl 5.27648 -1.48831 1.43790
Cl 6.59040 1.05314 1.93082
Cl 3.73435 0.97902 1.38425
H 4.90225 0.02355 3.19260
C 8.05320 4.75685 1.04626
Cl 9.03355 3.70506 2.07275
Cl 6.64394 5.35264 1.93311
Cl 9.01654 6.10301 0.43212
H 7.70144 4.17522 0.20046
C -1.90030 -6.52652 0.66432
Cl -1.18465 -7.17872 -0.81177
Cl -3.00735 -5.19794 0.28447
Cl -2.73707 -7.79354 1.56417
H -1.10153 -6.13647 1.28712
C 4.33999 -4.19489 -4.02867
Cl 3.86367 -5.56121 -3.01697
Cl 2.92092 -3.43954 -4.76338
Cl 5.25509 -3.01073 -3.08448
H 4.97947 -4.56491 -4.82340
C 4.84832 -3.22496 5.25763
Cl 4.49503 -1.53271 4.86642
Cl 4.31406 -4.29239 3.95560
Cl 6.57084 -3.44040 5.56803
H 4.30284 -3.48602 6.15851
```

Values from the calculation:
energy above the lowest of the compared OMol25 structures with the same formula, charge and spin	3.282	eV
orbital gap	7.0	eV
charge	+1


No. 3
Here is 3 unconnected molecules or ions with the total composition C27H44FN4O3 from OMol25. Energies are from ωB97M-V/def2-TZVPD.

XYZ file:
```
79
Properties=species:S:1:pos:R:3
C 4.54553 1.99957 -1.20027
C 4.23822 0.63045 -1.98630
C 2.81618 -0.02804 -1.66515
F 2.77563 -1.41221 -2.11243
N 2.34678 0.12147 -0.25412
O 0.97757 -0.05214 -0.29108
C 0.34900 1.29791 -0.16871
C -1.25934 1.25132 -0.25712
C -1.76025 -0.01915 -1.16430
C -1.93573 2.55054 -0.91832
C -3.34408 2.80579 -0.14016
C -1.05589 3.89582 -0.82615
C 2.98685 -0.81647 0.65510
N 4.21950 -1.37418 0.42702
N 2.31576 -1.17598 1.94599
C 2.38226 -2.66250 2.14620
C 1.66409 -3.43931 0.89556
N 1.55071 -4.88576 1.32877
C 3.00999 -0.42034 3.08943
O 3.50723 -1.32280 4.10865
C 2.78365 -1.24077 5.35128
C 1.22521 -0.93167 5.53999
O 3.44209 -1.47777 6.40109
H 5.65016 2.00772 -0.86815
H 4.43581 2.89639 -1.92119
H 3.92431 2.16624 -0.25782
H 4.39710 0.83735 -3.11081
H 5.04452 -0.14128 -1.68518
H 2.04600 0.51603 -2.33214
H 0.84651 1.94029 -0.97686
H 0.60645 1.64270 0.90354
H -1.69682 1.06531 0.78701
H -1.03148 -0.25989 -2.02198
H -2.73955 0.30572 -1.68928
H -2.03705 -0.92679 -0.52933
H -2.23085 2.37355 -2.01853
H -3.65138 1.93096 0.52880
H -4.20427 2.95893 -0.88708
H -3.30236 3.73533 0.52433
H -0.58523 4.08988 -1.84758
H -1.80447 4.76081 -0.65401
H -0.32789 3.93544 0.05164
H 4.33950 -2.36561 0.17308
H 5.08404 -0.80380 0.43277
H 3.43956 -3.09611 2.20191
H 1.80859 -3.02899 3.07750
H 0.60314 -3.03506 0.76530
H 2.29289 -3.39727 -0.06525
H 2.49415 -5.31620 1.40046
H 1.17143 -4.93323 2.28737
H 2.39714 0.45683 3.48054
H 3.94876 0.04711 2.59339
H 0.55245 -1.29638 4.69451
H 1.13162 0.22193 5.59598
H 0.92530 -1.31233 6.57547
C -3.13933 -4.25440 3.45522
C -2.04429 -3.41677 3.26539
C -2.23092 -2.10999 2.83138
C -3.51846 -1.63719 2.59727
C -4.61581 -2.46948 2.78980
C -4.42637 -3.78087 3.21529
H -2.99048 -5.27543 3.79005
H -1.03977 -3.78279 3.45495
H -1.37484 -1.45989 2.67696
H -3.66393 -0.61506 2.26286
H -5.61840 -2.09717 2.60686
H -5.28037 -4.43327 3.36043
C -2.24845 4.07048 -6.56970
C -3.54622 3.59684 -6.73558
C -3.91083 2.36319 -6.20516
C -2.97948 1.60688 -5.49984
C -1.68264 2.08230 -5.33085
C -1.31545 3.31193 -5.86914
H -1.96376 5.03080 -6.98634
H -4.27416 4.18952 -7.27963
H -4.92075 1.99135 -6.34046
H -3.26495 0.64699 -5.08203
H -0.95659 1.49285 -4.77923
H -0.30281 3.67981 -5.74189
```

Values from the calculation:
orbital gap	5.5	eV
charge	+1